(1)
{"formula": "C4H3NS", "method": "the ωB97M-V functional and the def2-TZVPD basis", "multiplicity": 1, "homo_ev": -8.726, "smiles": "C#CSN=C=C", "energy_ha": -606.9985, "species": ["S", "N", "C", "C", "C", "C", "H", "H", "H"], "positions_angstrom": [[-2.11468, 0.29399, -0.14890], [-0.88428, 1.28444, 0.15544], [-1.52713, -1.31934, 0.13046], [1.64834, 1.37026, -0.02414], [-1.17084, -2.48515, -0.12764], [0.33895, 1.16058, 0.09492], [-0.81674, -3.45378, -0.05024], [2.14423, 1.78778, -0.90473], [2.38215, 1.36122, 0.87484]]}

---

(2)
{"formula": "C22H22AlN6O2", "method": "the ωB97M-V functional and the def2-TZVPD basis", "multiplicity": 1, "homo_ev": -10.594, "charge": 1, "energy_ha": -1573.0144, "species": ["Al", "O", "O", "N", "N", "N", "N", "N", "N", "C", "C", "C", "C", "C", "C", "C", "C", "C", "C", "C", "C", "C", "C", "C", "C", "C", "C", "C", "C", "C", "C", "H", "H", "H", "H", "H", "H", "H", "H", "H", "H", "H", "H", "H", "H", "H", "H", "H", "H", "H", "H", "H", "H"], "positions_angstrom": [[-1.25904, 1.08911, -0.53441], [-2.89328, 1.77763, -0.90214], [-4.67177, 2.81977, -0.01859], [0.33637, 0.76872, -2.96092], [0.45829, 0.44122, -0.13281], [-2.07619, -0.39992, 0.48002], [-1.19638, 2.59625, 0.83116], [-0.84021, 1.16747, -2.42104], [-1.36677, -1.10355, 1.39155], [-3.16690, -1.11579, 0.20444], [-2.00429, -2.24687, 1.69108], [1.13369, -0.26065, -2.36858], [0.66990, 0.23592, 1.25584], [1.75679, 0.79707, 1.92007], [1.82558, -1.10751, -3.22307], [2.03745, -1.41019, -0.50234], [-3.51681, 2.50079, 0.00669], [1.95066, 0.60297, 3.27800], [1.05070, -0.14396, 4.03556], [0.49948, 1.32821, -4.16668], [-0.05049, -0.68854, 3.38714], [3.39509, -3.02347, -3.67348], [-0.22616, -0.51421, 2.02152], [1.20073, -0.39281, -0.97489], [-3.16638, -2.29389, 0.94926], [2.75302, -2.22755, -1.35822], [-0.60500, 2.11290, -4.43560], [1.23376, -0.32879, 5.51631], [-1.41270, 1.98863, -3.31666], [-2.60955, 2.89770, 1.17938], [2.66079, -2.10141, -2.73976], [-1.59057, -2.93936, 2.40419], [-0.75631, 3.42076, 0.42897], [3.84140, -2.47589, -4.50359], [-0.64253, 2.36135, 1.65153], [2.72148, -3.77155, -4.09542], [2.46443, 1.37383, 1.33699], [0.54254, 0.30512, 6.07440], [-0.78753, 2.70200, -5.31594], [2.13620, -1.56013, 0.56392], [-2.89707, 2.29439, 2.04015], [-0.78767, -1.24510, 3.95432], [2.24518, -0.06779, 5.82159], [-2.76036, 3.94442, 1.43096], [1.69548, -0.99991, -4.29306], [-3.88164, -0.74067, -0.51044], [4.19168, -3.55197, -3.15254], [2.81345, 1.04383, 3.76150], [-3.90408, -3.07562, 0.94190], [1.38345, 1.13434, -4.74826], [1.04402, -1.36060, 5.81092], [-2.36293, 2.43768, -3.08499], [3.39099, -2.99439, -0.93592]]}

---

(3)
{"formula": "C28H32AuN5O6S5", "method": "the ωB97M-V functional and the def2-TZVPD basis", "multiplicity": 3, "s2": 2.013, "homo_ev": [-7.761, -7.865], "energy_ha": -3937.8833, "species": ["Au", "S", "S", "S", "S", "S", "O", "O", "O", "O", "O", "O", "N", "N", "N", "N", "N", "C", "C", "C", "C", "C", "C", "C", "C", "C", "C", "C", "C", "C", "C", "C", "C", "C", "C", "C", "C", "C", "C", "C", "C", "C", "C", "C", "C", "H", "H", "H", "H", "H", "H", "H", "H", "H", "H", "H", "H", "H", "H", "H", "H", "H", "H", "H", "H", "H", "H", "H", "H", "H", "H", "H", "H", "H", "H", "H", "H"], "positions_angstrom": [[15.82062, 12.73753, 7.31352], [13.92113, 8.78335, 7.60351], [19.52798, 12.40859, 6.76406], [17.41233, 17.17439, 8.83428], [11.46021, 7.82054, 6.15472], [15.26768, 11.11682, 8.98939], [16.21666, 17.84146, 9.30734], [18.61368, 17.13346, 9.64516], [17.07012, 14.30237, 6.48172], [13.88857, 13.69999, 7.25757], [17.53674, 11.39150, 6.77446], [20.34182, 12.78989, 5.59461], [16.94484, 15.65950, 8.33377], [13.97153, 15.12577, 9.10566], [12.80900, 11.05786, 7.97153], [11.90404, 10.26670, 7.33576], [12.13160, 14.99574, 7.71716], [22.39411, 9.71855, 7.64730], [13.36660, 14.58311, 7.99669], [20.46651, 11.09999, 7.53790], [10.70682, 10.95311, 7.02064], [11.49980, 14.68734, 6.43949], [17.39450, 10.74117, 5.51183], [9.26651, 11.74435, 5.23996], [8.48624, 12.44009, 6.17717], [19.03981, 18.85843, 5.49474], [12.29057, 9.00657, 6.98817], [18.01860, 16.57073, 6.46330], [8.83337, 12.29894, 7.50519], [18.03132, 17.69682, 7.24619], [20.46637, 9.09446, 8.94122], [18.45044, 16.59392, 5.14115], [17.18919, 11.69751, 4.39167], [19.82462, 10.24814, 8.40808], [10.34234, 10.98372, 5.68037], [18.53274, 9.65434, 5.32916], [19.75693, 13.66181, 8.12541], [18.51540, 18.85916, 6.77444], [13.87561, 10.40054, 8.16410], [18.97672, 17.75374, 4.63559], [21.74186, 10.78811, 7.07756], [22.64874, 7.73361, 9.21246], [9.90443, 11.59962, 7.98214], [21.76148, 8.83994, 8.56124], [17.29442, 15.38819, 7.11402], [12.35220, 14.50376, 5.74580], [18.94168, 13.53197, 8.86773], [16.47465, 12.45560, 4.65522], [13.55680, 16.00912, 9.42359], [16.47818, 10.12466, 5.64735], [10.27108, 11.54961, 8.98277], [19.49185, 10.08825, 5.01913], [22.17561, 7.43179, 10.14378], [22.22104, 11.41110, 6.28714], [23.39540, 9.41632, 7.31603], [18.25460, 9.10681, 4.43411], [19.33419, 17.86498, 3.58987], [16.86843, 11.12883, 3.52596], [10.88880, 13.79987, 6.46253], [10.99967, 10.54579, 4.93158], [18.63287, 8.93757, 6.15363], [19.71613, 14.65360, 7.66966], [19.94116, 8.53922, 9.68623], [14.97502, 15.14602, 9.01428], [20.73647, 13.55238, 8.54234], [18.11245, 12.19432, 4.11848], [10.89609, 15.56790, 6.14512], [18.54095, 19.74481, 7.34928], [19.44001, 19.79949, 5.05910], [7.65043, 13.02965, 5.86992], [11.72095, 15.83547, 8.14159], [9.05434, 11.76873, 4.21276], [8.28425, 12.84035, 8.24250], [18.39311, 15.68145, 4.56240], [22.85006, 6.82235, 8.62297], [18.81786, 10.49816, 8.60843], [23.68218, 8.09393, 9.40745]]}

---

(4)
{"formula": "C9H14", "method": "the ωB97M-V functional and the def2-TZVPD basis", "multiplicity": 1, "homo_ev": -9.034, "smiles": "Cc1ccccc1.CC", "energy_ha": -351.3220, "species": ["C", "C", "C", "C", "C", "C", "C", "C", "C", "H", "H", "H", "H", "H", "H", "H", "H", "H", "H", "H", "H", "H", "H"], "positions_angstrom": [[0.05620, 2.70560, -0.55535], [-1.85439, -0.83280, -0.38155], [-0.11591, -1.34847, 1.22254], [-1.35173, -0.80048, 0.91117], [0.09531, -2.08514, -1.06758], [1.24908, 2.40901, -1.45243], [-1.10464, -1.43314, -1.37426], [0.50973, -1.17306, 2.58148], [0.57861, -2.03337, 0.22719], [-1.38399, -1.45149, -2.42359], [1.97704, 3.20299, -1.55623], [-2.79224, -0.37625, -0.67176], [-0.85365, 2.21741, -0.91139], [1.56473, -0.95683, 2.42845], [0.60895, -2.58642, -1.88342], [-0.19438, 3.76402, -0.46783], [0.07859, -0.34052, 3.13444], [-1.90308, -0.31717, 1.71133], [1.51707, -2.53676, 0.46435], [1.77523, 1.50938, -1.13214], [0.24235, 2.37898, 0.46888], [0.39064, -2.07275, 3.19030], [0.91050, 2.15728, -2.46260]]}

---

(5)
{"formula": "C29H26F2N9O2PTc", "method": "the ωB97M-V functional and the def2-TZVPD basis", "multiplicity": 4, "s2": 3.772, "homo_ev": [-13.584, -13.158], "charge": 2, "energy_ha": -2385.4221, "species": ["Tc", "P", "F", "F", "O", "O", "N", "N", "N", "N", "N", "N", "N", "N", "N", "C", "C", "C", "C", "C", "C", "C", "C", "C", "C", "C", "C", "C", "C", "C", "C", "C", "C", "C", "C", "C", "C", "C", "C", "C", "C", "C", "C", "C", "H", "H", "H", "H", "H", "H", "H", "H", "H", "H", "H", "H", "H", "H", "H", "H", "H", "H", "H", "H", "H", "H", "H", "H", "H", "H"], "positions_angstrom": [[0.70332, -0.10559, 0.76502], [0.41108, 1.11176, -2.89802], [3.20964, -1.09134, 1.91745], [1.69830, -0.67946, 3.46025], [-4.07203, -4.07416, 5.33997], [-4.57409, -1.94536, 6.11227], [-1.71923, 2.79815, -2.19251], [-0.42191, -1.09385, -1.38358], [2.14044, 0.69554, -0.63370], [3.09446, 1.54931, -2.42380], [0.14401, 1.63861, 1.89861], [1.07176, -2.20524, 0.58589], [-1.02455, 1.50999, -0.53718], [-0.60487, -0.86806, 2.09783], [-0.74491, -1.36236, -3.55134], [-2.09036, -0.52148, 3.91410], [-0.82673, 1.39618, 2.80719], [-1.37695, 2.41388, 3.56489], [0.22723, -2.96296, 1.31933], [-0.20661, -0.57353, -2.58013], [1.19443, -4.96347, 0.44610], [-0.91012, 3.70886, 3.40073], [3.47997, 0.87708, -0.38357], [-1.22732, -0.02795, 2.94692], [2.20711, -0.21344, 2.26716], [1.92590, 1.11094, -1.88536], [0.09928, 3.94753, 2.48362], [-1.32928, -2.42742, -2.93075], [0.59615, 2.88369, 1.75397], [0.26011, -4.34351, 1.26217], [4.07321, 1.40916, -1.48638], [1.97640, -2.80605, -0.18346], [2.07190, -4.18154, -0.28442], [-1.11794, -2.25222, -1.59251], [-0.74943, -1.11545, -4.99246], [-1.81360, 3.43769, -3.50391], [-1.54428, -2.77810, 3.14414], [-4.30067, -3.02302, 5.77742], [-2.15373, 2.17291, -0.14503], [-0.69848, -2.20789, 2.20443], [-0.77922, 1.90397, -1.77274], [3.30344, 2.07980, -3.77324], [-2.59703, 2.97111, -1.16313], [-2.21147, -1.88387, 3.93560], [5.09701, 1.68738, -1.67041], [2.82587, -4.62544, -0.91915], [-1.63942, -3.84897, 3.26582], [-2.31527, 2.78726, -4.21833], [1.24005, -6.04312, 0.39170], [2.69719, 0.73561, 2.49981], [0.50218, 4.93985, 2.33727], [2.64144, -2.15362, -0.73398], [-1.82615, -3.21266, -3.47645], [-3.44137, 3.63766, -1.23056], [4.34287, 2.37908, -3.86343], [-0.82140, 3.67866, -3.87409], [-2.16084, 2.20326, 4.27906], [-2.38222, 4.35813, -3.40773], [3.09010, 1.32187, -4.52299], [0.19544, -0.67684, -5.29979], [3.94209, 0.60267, 0.54780], [-0.43141, -4.93378, 1.84681], [-1.32712, 4.51747, 3.98633], [-1.56280, -0.44690, -5.26913], [-1.43482, -2.89228, -0.78489], [-2.60305, 0.11988, 4.61872], [2.67227, 2.94717, -3.94721], [1.37526, 3.02399, 1.01530], [-2.58938, 2.04540, 0.83332], [-0.87989, -2.06060, -5.51166]]}

---

(6)
{"formula": "C26H48O18S3", "method": "the ωB97M-V functional and the def2-TZVPD basis", "multiplicity": 1, "homo_ev": -8.835, "energy_ha": -3568.3985, "species": ["S", "S", "S", "O", "O", "O", "O", "O", "O", "O", "O", "O", "O", "O", "O", "O", "O", "O", "O", "O", "O", "C", "C", "C", "C", "C", "C", "C", "C", "C", "C", "C", "C", "C", "C", "C", "C", "C", "C", "C", "C", "C", "C", "C", "C", "C", "C", "H", "H", "H", "H", "H", "H", "H", "H", "H", "H", "H", "H", "H", "H", "H", "H", "H", "H", "H", "H", "H", "H", "H", "H", "H", "H", "H", "H", "H", "H", "H", "H", "H", "H", "H", "H", "H", "H", "H", "H", "H", "H", "H", "H", "H", "H", "H", "H"], "positions_angstrom": [[0.58269, 8.20256, -5.44691], [-6.76479, 4.81748, -8.00393], [-2.39800, 5.92271, -8.36964], [-0.31036, -0.19649, -7.27489], [-7.37526, 9.21229, -8.59565], [-3.61874, 4.38702, -3.58705], [1.23468, 6.99635, -4.88045], [-3.63844, 2.87525, -5.23284], [-0.94837, 1.86903, -6.64889], [-6.98304, 3.38059, -7.67099], [-2.81659, 5.04220, -9.50841], [-2.57158, 0.76530, -10.48905], [-0.19515, 4.85512, -11.24085], [-3.71651, 0.86728, -8.60077], [-2.64758, -1.03685, -9.14783], [-1.90840, 5.44865, -12.58642], [1.15964, 1.46717, -7.29696], [-5.78443, 10.25224, -9.78422], [-4.62356, 2.40088, -3.29869], [-5.48034, 8.13330, -9.15504], [-0.59028, 3.69578, -13.09999], [-4.45597, 9.94200, -10.24223], [1.88443, 0.36683, -7.86414], [-6.30753, 9.20036, -9.11315], [-6.40850, 1.03799, -4.16613], [-3.93221, 3.31514, -3.99305], [-3.71001, 2.58042, -11.61405], [-4.32552, 8.44774, -9.92651], [-3.42721, 5.48336, -6.98569], [0.42970, 2.98816, -12.40270], [-0.87788, 5.15413, -7.79696], [3.19285, 0.18646, -7.12411], [-4.92714, 1.25691, -4.12277], [0.98331, 4.03049, -11.44513], [1.45885, 3.48836, -10.13192], [-2.93255, 2.17155, -10.39575], [-0.12808, 1.10823, -7.05190], [-8.37390, 5.61269, -7.96763], [1.27347, 9.61020, -4.55355], [-2.91166, 0.10002, -9.36931], [0.90031, -0.80829, -7.69746], [-3.73128, 2.20259, -9.06976], [-4.23656, 7.59762, -11.18106], [-1.06791, 8.24751, -4.72110], [-0.98688, 4.74726, -12.33467], [-6.51367, 4.94736, -9.77467], [-4.30458, 1.63825, -5.47702], [-3.22380, 2.85437, -8.36810], [-5.16619, 7.65194, -11.75666], [-4.75268, 2.53022, -9.25100], [2.33980, 9.42399, -4.45617], [-3.98569, 3.63367, -11.52385], [-6.63098, 5.99788, -10.05035], [-1.67629, 8.98674, -5.24870], [-0.55308, 5.54431, -6.82712], [2.06657, 0.54175, -8.92614], [-4.39806, 5.94873, -7.12839], [-5.08387, 1.81929, -6.22634], [-1.15475, 4.11557, -7.60240], [3.72564, -0.66078, -7.56392], [3.80688, 1.07458, -7.25944], [-6.84185, 0.88618, -3.17716], [-1.51691, 7.27516, -4.90512], [-4.39099, 10.16037, -11.30325], [-4.60072, 1.95986, -11.71929], [-1.99117, 2.71799, -10.34320], [0.88835, 9.56812, -3.53169], [1.19630, 2.61598, -13.07949], [-4.04547, 6.54852, -10.95705], [-7.22647, 4.35141, -10.34073], [-3.65363, 0.88648, -5.91625], [-8.27715, 6.64523, -8.29611], [-4.38609, 0.40218, -3.71249], [0.72238, -1.36876, -8.61298], [-2.96908, 5.77678, -6.04141], [-6.66259, 0.14296, -4.73838], [1.23987, -1.52067, -6.94274], [-0.98623, 8.50269, -3.66880], [-9.08661, 5.01252, -8.53577], [-0.01469, 2.14114, -11.87351], [1.85500, 4.26937, -9.48241], [0.63520, 3.01788, -9.59081], [0.99545, 10.53441, -5.05124], [3.01709, -0.03266, -6.07327], [1.72209, 4.68691, -11.90866], [-3.40495, 8.22302, -9.38669], [-3.52907, 4.40067, -6.97559], [-3.73499, 10.52037, -9.66684], [-5.47070, 4.69740, -9.97393], [-3.10890, 2.53772, -12.52367], [2.25150, 2.75347, -10.28488], [-6.89887, 1.89430, -4.63292], [-0.08677, 5.29914, -8.52352], [-3.39662, 7.94045, -11.78609], [-8.72427, 5.55268, -6.93570]]}